No. 1
ORCA calculation (wB97M-V/def2-TZVPD) on 2 unconnected molecules or ions with the total composition C13H16NO in a non-equilibrium geometry.

Each line ends with the natural charge from an NBO analysis.
CARTESIAN COORDINATES (ANGSTROEM)
C  0.0868  -0.1929  -1.9373  0.215
C  -0.3907  -1.1248  -1.3161  -0.197
C  0.9573  3.3710  -3.7557  -0.156
C  1.7376  2.9786  -2.7201  -0.224
C  -0.1710  2.6585  -4.2027  -0.197
C  1.4512  1.7567  -2.1309  -0.120
C  -0.5669  1.5516  -3.4738  -0.140
C  0.3405  1.0253  -2.5130  -0.224
C  0.7555  -1.4772  2.2812  -0.256
C  -0.5019  -0.9041  2.7006  0.136
C  -1.5368  -2.0850  3.0628  -0.600
C  -0.5167  0.3009  3.5867  -0.639
C  -0.5932  -2.1183  -0.3293  0.382
N  -0.1473  -0.8978  1.2977  -0.512
O  0.0644  -3.1734  -0.0243  -0.592
H  1.2437  4.2844  -4.3397  0.236
H  2.5116  3.5834  -2.2433  0.240
H  -0.7621  2.9784  -5.0491  0.241
H  2.1109  1.4454  -1.1919  0.216
H  -1.2625  0.7465  -3.7643  0.232
H  1.6389  -0.9104  2.4600  0.213
H  0.8413  -2.5055  2.3840  0.216
H  -2.4098  -2.1238  2.4937  0.221
H  -1.8570  -2.0076  4.1414  0.239
H  -1.1071  -2.9869  2.8877  0.205
H  -1.4888  0.5137  4.0617  0.242
H  -0.3775  1.1527  2.9305  0.233
H  0.2098  0.0139  4.4277  0.247
H  -1.6080  -2.4099  -0.1356  0.220
H  0.3677  -0.2028  0.7983  0.410
H  0.9799  -3.2407  -0.3867  0.514

HOMO: -12.3 eV
largest force on an atom: 4.10 eV Å⁻¹
energy: -17266.405 eV
energy above the lowest of the compared OMol25 structures with the same formula, charge and spin: 117.45 kcal per mole
Kohn-Sham gap: 8.206 eV
LUMO energy: -4.13 eV
total charge: +1

No. 2
ORCA calculation (wB97M-V/def2-TZVPD) on a molecular structure, C13H16NO2PdS3Sb.

Each line ends with the Löwdin spin population.
CARTESIAN COORDINATES (ANGSTROEM)
Pd  0.1059  0.2205  -0.7225  0.006
C  3.1520  -1.1220  0.4523  0.000
C  2.2356  0.0571  0.5076  0.000
C  2.3853  1.1627  -0.3530  0.000
C  1.5042  2.2567  -0.3309  0.000
C  1.6864  3.4148  -1.2595  0.000
C  0.4462  2.2526  0.6043  0.000
C  0.2578  1.1818  1.4817  0.001
C  -0.8629  1.1843  2.4760  0.000
C  1.1510  0.0743  1.3986  0.001
H  3.7577  -1.1607  1.3594  0.000
H  3.8164  -1.0679  -0.4070  0.000
H  2.5660  -2.0410  0.3989  0.000
H  3.2037  1.1636  -1.0623  0.000
H  2.1978  4.2240  -0.7336  0.000
H  0.7234  3.7925  -1.6010  0.000
H  2.2886  3.1426  -2.1242  0.000
H  -0.2537  3.0793  0.6226  0.000
H  -1.0685  0.1790  2.8402  0.000
H  -1.7723  1.5922  2.0381  0.000
H  -0.5828  1.7997  3.3333  0.000
H  0.9828  -0.7855  2.0354  0.000
S  -1.8540  -1.4706  -4.7135  0.893
Sb  -0.1346  0.0865  -4.2468  0.044
S  -1.1983  1.1411  -2.3495  0.033
S  0.9013  -1.0943  -2.4004  0.019
O  -2.9943  0.3848  -0.0233  0.001
C  -2.5748  -0.7416  -0.0048  0.000
C  -3.3221  -2.0099  0.3554  0.000
C  -2.2440  -3.0968  0.4351  0.000
C  -0.9469  -2.3861  0.1170  0.000
O  0.1793  -2.8128  0.1892  0.000
N  -1.2648  -1.0953  -0.2877  0.000
H  -4.0580  -2.1968  -0.4268  0.000
H  -3.8675  -1.8500  1.2833  0.000
H  -2.3840  -3.8937  -0.2952  0.000
H  -2.1578  -3.5653  1.4138  0.000

HOMO (spin up / spin down): -12.1 / -12.0 eV
largest force on an atom: 0.39 eV Å⁻¹
energy: -61842.873 eV
energy above the lowest of the compared OMol25 structures with the same formula, charge and spin: 0.00 kcal per mole
Kohn-Sham gap (spin up / spin down): 6.652 / 6.546 eV
LUMO energy (spin up / spin down): -5.43 / -5.45 eV
<S²>: 0.754
total charge: +1
multiplicity: 2

No. 3
ORCA calculation (wB97M-V/def2-TZVPD) on a molecular structure, C13H17AsBF2NO3S2W.

Each line ends with the natural charge from an NBO analysis.
CARTESIAN COORDINATES (ANGSTROEM)
W  0.8574  0.6897  0.3103  0.568
C  1.2978  2.3563  3.7471  -0.956
As  0.3537  0.9145  2.8673  1.104
C  -1.4666  1.1791  3.4469  -0.941
C  0.9143  -0.6153  3.9005  -0.947
H  1.1777  2.2893  4.8275  0.229
H  0.9076  3.3076  3.3877  0.238
H  2.3521  2.2969  3.4810  0.253
H  -1.4817  1.3531  4.5216  0.231
H  -2.0502  0.2929  3.2044  0.245
H  -1.8938  2.0295  2.9207  0.246
H  0.7460  -0.4252  4.9598  0.229
H  1.9727  -0.7942  3.7179  0.248
H  0.3494  -1.4883  3.5795  0.244
F  -1.5876  0.9014  0.4473  -0.517
B  -0.9797  -0.3609  0.2651  0.894
F  -1.8252  -1.3612  0.1596  -0.495
O  -1.4501  -5.0479  -4.6299  -0.666
C  -2.0526  -3.8355  -4.6867  0.776
O  -3.0806  -3.7079  -5.2866  -0.556
C  -1.3624  -2.7056  -3.9850  -0.195
C  -1.6805  -1.4112  -4.3761  -0.142
C  -1.0763  -0.3285  -3.7619  -0.220
C  -0.1670  -0.5219  -2.7253  -0.181
S  0.5803  0.9166  -1.9694  0.020
C  0.1481  -1.8190  -2.3303  -0.167
C  -0.4449  -2.9017  -2.9558  -0.197
H  -0.5783  -4.9633  -4.2233  0.482
H  -2.4059  -1.2722  -5.1664  0.240
H  -1.3157  0.6796  -4.0754  0.226
H  0.8555  -1.9750  -1.5272  0.214
H  -0.2053  -3.8978  -2.6009  0.205
C  0.1873  3.9324  0.1733  -0.731
C  1.0390  2.7154  0.3237  0.355
O  2.2636  2.7384  0.4389  -0.607
H  0.7232  4.8223  0.5028  0.234
H  -0.7549  3.8172  0.7095  0.230
H  -0.0581  4.0265  -0.8879  0.260
S  5.0599  -0.9428  1.5619  0.004
C  3.6169  -0.5757  1.0495  0.257
N  2.5148  -0.3075  0.6844  -0.718

HOMO: -7.9 eV
largest force on an atom: 0.43 eV Å⁻¹
energy: -111838.149 eV
energy above the lowest of the compared OMol25 structures with the same formula, charge and spin: 0.00 kcal per mole
Kohn-Sham gap: 6.646 eV
LUMO energy: -1.27 eV
total charge: 0

No. 4
ORCA calculation (wB97M-V/def2-TZVPD) on a molecular structure, C13H17AsMnNO10S.

Each line ends with the Löwdin spin population.
CARTESIAN COORDINATES (ANGSTROEM)
Mn  0.0742  -0.1759  -0.1433  0.984
O  4.3283  -0.2753  -0.2561  -0.002
As  2.6532  0.3233  -0.3734  0.000
O  1.7750  -0.7746  -1.2650  0.001
O  1.8834  0.4287  1.0813  0.004
C  3.0251  2.0095  -1.2517  0.000
C  4.3417  2.2464  -1.6348  0.000
C  4.6908  3.4232  -2.2828  0.000
C  3.7187  4.3689  -2.5585  0.000
C  2.4025  4.1383  -2.1842  0.000
C  2.0453  2.9714  -1.5264  0.000
S  0.3134  2.8008  -1.0441  0.001
O  -0.0409  1.4234  -1.4784  0.002
O  -0.3817  3.7940  -1.8312  0.000
O  0.3010  2.9655  0.3854  0.002
H  4.2676  -1.1920  0.0357  0.000
H  5.0956  1.5014  -1.4255  0.000
H  5.7200  3.5928  -2.5744  0.000
H  3.9804  5.2876  -3.0694  0.000
H  1.6240  4.8570  -2.3998  0.000
C  -3.7892  -0.4746  -0.8024  -0.001
C  -2.3107  -0.4264  -0.5017  0.000
O  -1.4949  -1.0205  -1.2648  0.000
O  -1.8941  0.1883  0.5105  0.002
H  -3.9532  -0.4925  -1.8778  0.000
H  -4.2856  0.3812  -0.3513  0.000
H  -4.2126  -1.3869  -0.3750  0.000
O  -0.3808  -3.7462  2.1501  0.000
C  -0.2883  -2.9921  1.0592  0.001
O  0.0780  -1.8450  1.1297  0.006
C  -0.6853  -3.6976  -0.2343  0.000
N  -0.8429  -5.1375  0.0342  0.000
C  0.4198  -5.7487  -0.4121  0.000
C  0.8436  -4.9612  -1.6515  0.000
C  0.3565  -3.5303  -1.3656  0.000
H  -1.6334  -3.2437  -0.5248  0.000
H  -1.6095  -5.5002  -0.5178  0.000
H  -0.6547  -4.6286  1.8110  0.000
H  0.2857  -6.8176  -0.5768  0.000
H  1.1584  -5.6238  0.3850  0.000
H  0.3515  -5.3696  -2.5377  0.000
H  1.9193  -5.0074  -1.8210  0.000
H  -0.1099  -3.0682  -2.2312  0.000
H  1.1572  -2.8550  -1.0669  0.000

HOMO (spin up / spin down): -5.1 / -4.5 eV
largest force on an atom: 0.64 eV Å⁻¹
energy: -138719.845 eV
energy above the lowest of the compared OMol25 structures with the same formula, charge and spin: 10.15 kcal per mole
Kohn-Sham gap (spin up / spin down): 7.509 / 6.956 eV
LUMO energy (spin up / spin down): 2.44 / 2.44 eV
<S²>: 0.937
total charge: -1
multiplicity: 2

No. 5
ORCA calculation (wB97M-V/def2-TZVPD) on a molecular structure, C13H17BeNO5S in a non-equilibrium geometry.

Each line ends with the natural charge from an NBO analysis.
CARTESIAN COORDINATES (ANGSTROEM)
Be  -0.2980  -1.4949  0.0521  1.705
O  -0.2012  -5.0612  0.8086  -0.593
C  -0.3281  -3.9503  0.3514  0.756
O  -0.2275  -2.8092  0.9732  -0.919
C  -0.7480  -3.7166  -1.1081  0.123
C  -1.3745  -4.5492  -2.0190  -0.223
C  -1.9836  -3.9554  -3.1216  -0.143
C  -2.0678  -2.5674  -3.2320  -0.219
C  -1.4349  -1.8131  -2.2625  0.129
N  -0.7112  -2.4159  -1.3355  -0.615
C  -1.6215  -0.3655  -1.8189  0.751
O  -1.8854  0.5378  -2.5880  -0.626
O  -1.4449  -0.2847  -0.5308  -0.899
H  -1.4288  -5.6153  -1.8520  0.246
H  -2.4760  -4.5745  -3.8599  0.225
H  -2.6530  -2.0905  -4.0052  0.241
C  1.0784  0.8397  3.8488  -0.614
C  1.8766  1.8396  3.0122  -0.409
C  2.2222  1.3021  1.6236  -0.575
S  0.6889  0.9313  0.6841  1.247
O  0.9946  -0.5108  0.2233  -1.099
C  1.0082  1.9881  -0.7584  -0.579
C  0.6502  3.4351  -0.4203  -0.413
C  -0.8526  3.6269  -0.2030  -0.616
H  0.8172  1.2722  4.8135  0.221
H  1.6593  -0.0670  4.0232  0.214
H  0.1560  0.5525  3.3431  0.210
H  2.8059  2.0816  3.5317  0.218
H  1.3078  2.7677  2.9055  0.202
H  2.7427  0.3471  1.6832  0.255
H  2.8307  2.0102  1.0624  0.228
H  0.3573  1.6093  -1.5447  0.265
H  2.0506  1.8590  -1.0483  0.229
H  0.9790  4.0708  -1.2440  0.225
H  1.2003  3.7547  0.4714  0.195
H  -1.4003  3.3409  -1.0994  0.230
H  -1.0743  4.6697  0.0242  0.214
H  -1.2145  3.0053  0.6159  0.211

HOMO: -9.6 eV
largest force on an atom: 1.01 eV Å⁻¹
energy: -36725.567 eV
Kohn-Sham gap: 9.624 eV
LUMO energy: 0.00 eV
total charge: 0

No. 6
ORCA calculation (wB97M-V/def2-TZVPD) on a molecular structure, C13H17Br3Cl2FN2 in a non-equilibrium geometry.

Each line ends with the natural charge from an NBO analysis.
CARTESIAN COORDINATES (ANGSTROEM)
C  0.6266  2.3981  -1.2851  -0.599
C  -0.3366  1.4633  -0.4896  -0.457
C  -0.3403  0.0694  -1.0353  0.064
C  0.5843  -0.9230  -0.6467  0.046
C  1.6532  -0.7379  0.4111  0.179
F  2.4061  0.3687  0.1306  -0.334
C  1.0469  -0.7064  1.8362  -0.442
C  1.6438  0.3780  2.7267  -0.608
C  0.4863  -2.1973  -1.2525  0.035
N  -0.4359  -2.5362  -2.1191  -0.126
N  -1.2868  -1.5889  -2.4188  -0.217
C  -1.3111  -0.3335  -1.9573  0.234
C  -2.4376  0.4975  -2.4119  -0.179
Cl  -3.8922  0.1800  -1.5232  0.062
C  -2.4223  1.3794  -3.4058  0.043
C  -3.6059  2.2051  -3.7866  -0.670
Cl  -0.9993  1.5351  -4.3490  0.070
H  1.4492  2.7180  -0.6573  0.237
H  0.1038  3.2810  -1.6407  0.225
H  1.0555  1.9053  -2.1541  0.215
H  -1.3392  1.8735  -0.5439  0.237
H  0.0232  1.4374  0.5279  0.245
H  2.2826  -1.6258  0.3654  0.185
H  -0.0366  -0.5936  1.8031  0.206
H  1.2356  -1.6669  2.3118  0.236
H  1.1588  0.3333  3.6992  0.233
H  1.4856  1.3868  2.3530  0.208
H  2.7064  0.2224  2.8860  0.226
H  1.1920  -2.9668  -0.9769  0.236
H  -2.0058  -1.8551  -3.0835  0.438
H  -4.4140  1.5672  -4.1362  0.256
H  -3.3438  2.9490  -4.5285  0.253
H  -3.9723  2.7263  -2.9025  0.251
C  2.2517  -2.6946  5.7511  -0.500
Br  0.8987  -3.7590  4.8894  0.088
Br  3.7389  -2.3681  4.5733  0.088
Br  1.5247  -1.0578  6.4503  0.103
H  2.6257  -3.2638  6.5896  0.233

HOMO: -12.4 eV
largest force on an atom: 1.10 eV Å⁻¹
energy: -254619.307 eV
energy above the lowest of the compared OMol25 structures with the same formula, charge and spin: 0.00 kcal per mole
Kohn-Sham gap: 7.648 eV
LUMO energy: -4.72 eV
total charge: +1